Density functional theory data (the ωB97M-V functional and the def2-TZVPD basis) for a structure of composition C64H55AsBrN8O4PSSe2Ti.

The LUMO energy (spin up / spin down) is -1.193 / -1.692 eV. Its calculated total energy is -392182.12131 eV. For the energy above the lowest of the compared OMol25 structures with the same formula, charge and spin, the calculation gives 72.2 kcal/mol. Its total charge is 0. The spin multiplicity is 3. As for the expectation value of S²: 2.06. The value obtained for the gap between HOMO and LUMO (spin up / spin down) is 5.637 / 5.150 eV.

XYZ file:
```
138
Properties=species:S:1:pos:R:3:lowdin_spin:R:1
Ti -0.577 -1.509 0.628 0.09
Se -2.639 -3.084 0.145 0.27
Se -2.709 -2.334 3.706 0.01
C -2.602 -0.630 2.988 0.01
C -3.379 0.389 3.624 0.00
C -3.399 1.673 3.183 0.00
C -2.607 2.017 2.069 0.00
C -1.871 1.030 1.496 0.00
N -1.851 -0.277 1.908 0.02
C -1.053 -3.855 0.677 0.18
C -0.965 -4.812 1.829 0.02
C 1.899 -5.713 1.720 0.06
C 1.902 -5.083 0.540 0.01
C 1.316 -3.802 0.111 0.21
N 0.089 -3.359 0.122 0.01
H -3.961 0.081 4.480 0.00
H -4.004 2.420 3.683 0.00
H -2.567 3.025 1.675 0.00
H -1.210 1.265 0.676 0.00
H -1.870 -4.636 2.429 0.00
H 2.448 -6.647 1.784 0.00
H 2.530 -5.517 -0.234 0.00
H 1.995 -3.137 -0.410 0.01
S 1.295 -0.526 1.644 0.05
C 1.643 -1.341 3.189 0.02
N 2.506 -0.608 3.949 0.36
N 2.720 -0.955 5.202 0.27
C 1.981 -1.777 6.105 0.01
C 2.688 -2.620 6.944 0.03
C 2.000 -3.423 7.848 0.00
C 0.616 -3.376 7.904 0.03
C -0.080 -2.497 7.077 0.00
C 0.597 -1.683 6.190 0.02
N 1.237 -2.513 3.545 0.17
N 0.269 -3.029 2.731 0.01
C 0.199 -4.300 2.647 0.08
C -1.000 -6.260 1.393 0.01
C -0.678 -7.332 2.117 0.00
C -0.093 -7.304 3.459 0.00
C 0.747 -6.367 3.894 0.00
C 1.279 -5.253 3.028 0.01
H 3.590 -0.581 5.550 0.00
H 3.768 -2.670 6.875 0.00
H 2.552 -4.088 8.499 0.00
H 0.079 -4.016 8.591 0.00
H -1.160 -2.443 7.119 0.00
H 0.053 -0.994 5.559 0.00
H -1.452 -6.421 0.420 0.00
H -0.891 -8.307 1.693 0.00
H -0.379 -8.104 4.134 0.00
H 1.079 -6.381 4.925 0.00
H 2.047 -4.705 3.576 0.00
C 3.040 -1.020 -1.608 0.00
O 1.711 -1.427 -1.926 0.00
C 1.463 -1.721 -3.237 0.00
C 2.321 -1.350 -4.261 0.00
C 1.985 -1.616 -5.584 0.00
Br 3.184 -1.084 -6.951 0.00
C 0.801 -2.230 -5.909 0.00
C -0.063 -2.603 -4.879 0.00
C 0.269 -2.390 -3.546 0.00
O -0.515 -2.809 -2.525 0.00
C -1.376 -3.186 -5.218 0.00
N -1.588 -4.190 -6.021 0.00
C -2.972 -4.336 -6.038 0.00
C -3.760 -5.248 -6.738 0.00
C -5.130 -5.161 -6.596 0.00
C -5.720 -4.186 -5.772 0.00
C -4.955 -3.280 -5.065 0.00
C -3.574 -3.382 -5.212 0.00
N -2.525 -2.655 -4.684 0.00
H 3.760 -1.775 -1.934 0.00
H 3.065 -0.910 -0.526 0.00
H 3.286 -0.056 -2.060 0.00
H 3.245 -0.836 -4.049 0.00
H 0.526 -2.431 -6.934 0.00
H -1.296 -3.265 -2.863 0.00
H -3.301 -5.994 -7.373 0.00
H -5.768 -5.854 -7.129 0.00
H -6.799 -4.145 -5.693 0.00
H -5.408 -2.530 -4.430 0.00
H -2.565 -1.830 -4.098 0.00
C 0.408 3.764 0.251 0.00
C 1.192 4.022 1.527 0.00
As 0.973 5.830 2.275 0.00
C -0.982 5.865 2.185 0.00
C -1.726 6.077 1.024 0.00
C -3.112 5.994 1.049 0.00
C -3.774 5.696 2.235 0.00
C -3.044 5.489 3.395 0.00
C -1.657 5.579 3.369 0.00
C 1.433 6.845 0.674 0.00
C 2.454 6.406 -0.167 0.00
C 2.826 7.154 -1.276 0.00
C 2.191 8.356 -1.551 0.00
C 1.191 8.814 -0.704 0.00
C 0.817 8.064 0.404 0.00
P 0.875 2.201 -0.603 0.00
C -0.022 2.361 -2.183 0.00
C -1.210 3.079 -2.306 0.00
C -1.943 3.036 -3.489 0.00
C -1.505 2.270 -4.557 0.00
C -0.325 1.543 -4.444 0.00
C 0.401 1.588 -3.267 0.00
C 2.606 2.584 -1.081 0.00
C 3.595 2.228 -0.161 0.00
C 4.934 2.495 -0.414 0.00
C 5.307 3.097 -1.608 0.00
C 4.334 3.444 -2.537 0.00
C 2.994 3.200 -2.270 0.00
H 0.496 4.592 -0.458 0.00
H -0.648 3.664 0.511 0.00
H 2.265 3.876 1.391 0.00
H 0.881 3.338 2.320 0.00
H -1.225 6.309 0.093 0.00
H -3.676 6.161 0.140 0.00
H -4.855 5.636 2.253 0.00
H -3.552 5.262 4.324 0.00
H -1.095 5.420 4.282 0.00
H 2.967 5.469 0.026 0.00
H 3.612 6.789 -1.927 0.00
H 2.477 8.937 -2.418 0.00
H 0.698 9.757 -0.905 0.00
H 0.036 8.435 1.057 0.00
H -1.576 3.684 -1.484 0.00
H -2.861 3.604 -3.569 0.00
H -2.083 2.231 -5.471 0.00
H 0.024 0.926 -5.264 0.00
H 1.313 1.009 -3.188 0.00
H 3.312 1.718 0.755 0.00
H 5.685 2.222 0.316 0.00
H 6.352 3.290 -1.817 0.00
H 4.618 3.910 -3.472 0.00
H 2.246 3.499 -2.994 0.00
O -2.166 -0.529 -2.707 0.00
C -2.073 -0.230 -1.555 0.00
O -0.996 -0.466 -0.776 0.01
H -2.878 0.277 -1.008 0.00
```